# 1
The following is a quantum chemistry calculation of a structure of composition Cl2H6LiO3, from the Open Molecules 2025 dataset.

Summary:
Charge   -1
HOMO-LUMO gap   5.99 eV
2S+1   1
ΔE to the lowest compared entry with this formula, charge and spin   86.0 kcal per mole

Each line ends with the Löwdin charge.
Geometry (Å):
1 Li -0.9501 -0.8980 -0.1309  0.74
2 Cl -0.4915 -2.6093 3.0718  -0.86
3 Cl 0.9457 -2.8320 -2.9568  -0.90
4 O 3.7666 -0.3284 2.3633  -0.06
5 H 2.9831 -0.8590 2.2185  0.03
6 H 3.4340 0.5037 2.6998  0.02
7 O -3.8906 -0.1847 -1.4378  -0.05
8 H -4.5964 -0.6375 -1.8994  0.04
9 H -4.1507 0.7364 -1.4459  0.03
10 O 0.7263 2.1897 -0.5948  -0.06
11 H 0.7982 2.1269 -1.5472  0.03
12 H 1.4253 2.7922 -0.3406  0.03

---

# 2
The following is a quantum chemistry calculation of a cluster of 3 separate species, Cl2H6O2Si3 in total at a distorted geometry, from the Open Molecules 2025 dataset.

Summary:
HOMO-LUMO gap   9.83 eV
2S+1   1
ΔE to the lowest compared entry with this formula, charge and spin   75.7 kcal per mole
SMILES   O=[Si](Cl)Cl.O=[SiH2].[SiH4]

Each line ends with the Löwdin charge.
Geometry (Å):
1 O 0.6223 -4.8842 -1.7572  -0.43
2 Si 1.1991 -3.6350 -1.1396  -0.44
3 Cl 2.0688 -2.2038 -2.1886  0.42
4 Cl 0.9458 -3.3373 0.7819  0.45
5 O -1.7944 -2.6519 -1.3199  -0.47
6 Si -1.9938 -4.1092 -1.6427  0.57
7 H -1.8350 -5.0887 -0.5585  -0.05
8 H -2.4531 -4.5110 -2.9956  -0.05
9 Si 3.2848 2.7235 -0.7331  0.56
10 H 3.5860 2.2216 0.5568  -0.17
11 H 3.6972 4.1103 -0.4493  -0.14
12 H 4.1669 2.1639 -1.8027  -0.13
13 H 1.8234 2.5273 -1.1025  -0.11

---

# 3
The following is a quantum chemistry calculation of an isolated molecule of Cl2HN at a distorted geometry, from the Open Molecules 2025 dataset.

Summary:
HOMO-LUMO gap   10.00 eV
2S+1   1
ΔE to the lowest compared entry with this formula, charge and spin   2.2 kcal per mole
SMILES   ClNCl

Each line ends with the Löwdin charge.
Geometry (Å):
1 Cl -0.6524 -1.3774 -0.1356  0.45
2 N 0.1991 0.0303 0.3964  -0.92
3 Cl -0.6573 1.4562 -0.1368  0.45
4 H 1.1106 -0.1090 -0.1239  0.02